Entry 1:
Below is a molecular structure, C18H19NO5, with properties calculated with the ωB97M-V functional and the def2-TZVPD basis.

Each line ends with the Löwdin charge.
Cartesian coordinates (Å):
O -5.2234 -2.0188 -0.2563  0.065
C -4.5706 -1.0879 -0.8439  -0.486
O -3.3715 -1.0619 -1.4574  0.098
H -3.1071 -2.0803 -1.3816  0.215
C -5.3013 0.1461 -1.0747  -0.044
O -4.5157 1.2808 -0.5043  -0.217
C -4.2871 1.3298 0.9981  -0.037
C -3.0475 0.6021 1.1829  -0.449
O -3.0481 0.1354 2.3256  0.058
N -2.0355 0.4219 0.3437  0.130
C -0.9523 -0.0829 0.3848  -0.459
C -0.5656 -0.8952 1.3809  0.101
C 0.7487 -1.8709 1.3215  0.064
C 1.5373 -1.6059 0.3215  -0.216
C 1.0493 -1.0338 -0.9703  0.117
C -0.1999 -0.3493 -0.6694  -0.005
H -0.4322 0.0508 -1.6213  0.109
H 1.5864 -1.0682 -1.6802  -0.015
O 2.7762 -2.3124 0.2960  0.005
C 3.7353 -2.0513 -0.3538  -0.500
C 4.4998 -0.8760 -0.0542  -0.124
C 3.5905 0.4691 0.1294  -0.241
C 2.9963 0.9219 1.1443  -0.132
C 2.0958 1.9508 1.1801  0.164
C 2.0193 2.7529 -0.4322  0.067
C 2.8244 2.1964 -1.3100  -0.108
C 3.5886 0.8912 -1.2202  0.016
H 4.1714 0.9182 -2.1208  0.110
H 2.5676 2.6735 -2.1221  0.039
H 1.3949 3.3952 -0.1852  -0.012
H 1.6164 2.3281 1.8275  -0.032
H 3.0718 0.2514 1.8971  0.097
H 5.4698 -0.7241 -0.5624  0.125
H 4.8310 -1.1915 1.0436  0.149
H 4.3774 -3.0470 -0.4266  0.180
H 3.4964 -1.7422 -1.4729  0.143
H 1.1011 -2.2307 2.1237  0.036
H -1.0557 -0.9643 2.6482  0.205
H -2.3177 0.9454 -0.5195  0.195
H -4.0470 2.6309 1.1162  0.229
H -5.0027 1.1320 1.5878  0.041
H -6.3796 0.4029 -0.0744  0.249
H -5.6852 0.4680 -1.9391  0.073

The value obtained for the frontier orbital gap is 8.16 eV. As for the largest force on an atom: 18.44 eV/A. The energy above the lowest of the compared OMol25 structures with the same formula, charge and spin comes out at 486.3 kcal/mol. As for the spin multiplicity: 1. Its total energy is -30681.933 eV. Its HOMO energy is -8.07 eV.



Entry 2:
Below is a single C18H19NO6 molecule, with properties calculated with the ωB97M-V functional and the def2-TZVPD basis.

Each line ends with the Löwdin charge.
Cartesian coordinates (Å):
C 6.6723 -0.6583 0.2892  -0.069
H 6.7560 -1.0399 1.3083  0.096
H 7.5303 -0.0245 0.0654  0.094
H 6.6459 -1.4970 -0.4088  0.096
O 5.5489 0.1820 0.1375  -0.059
C 4.2871 -0.2758 0.3480  -0.183
C 3.3088 0.6961 0.1491  0.064
C 1.9561 0.4487 0.3193  -0.206
C 1.5564 -0.8376 0.7070  -0.053
C 2.5369 -1.8099 0.8854  0.052
C 3.8902 -1.5720 0.7230  -0.182
O 4.8507 -2.5367 0.9084  -0.118
C 4.4316 -3.8352 1.2524  -0.076
H 3.7838 -4.2668 0.4837  0.100
H 3.9121 -3.8491 2.2154  0.099
H 5.3462 -4.4220 1.3268  0.095
H 2.1757 -2.7886 1.1575  0.113
C 0.1528 -1.3025 0.9007  -0.442
O -0.1382 -2.4862 0.8488  0.054
N -0.7583 -0.3462 1.1892  0.076
H -0.4806 0.6208 1.1383  0.127
C -2.1716 -0.6279 1.2441  -0.125
C -2.9467 0.1165 0.1862  -0.199
C -2.3786 0.3624 -1.0548  -0.033
C -3.0620 1.0461 -2.0571  0.015
C -4.3368 1.4666 -1.7692  -0.207
C -4.9184 1.2192 -0.5253  -0.198
C -4.2449 0.5529 0.4674  0.050
H -4.7053 0.3711 1.4244  0.125
O -6.1845 1.7442 -0.5030  0.034
C -6.3867 2.3192 -1.7757  -0.162
O -5.2241 2.1543 -2.5576  0.032
H -6.6066 3.3932 -1.6640  0.139
H -7.2384 1.8259 -2.2721  0.139
H -2.6156 1.2353 -3.0186  0.117
H -1.3772 0.0124 -1.2519  0.113
H -2.2725 -1.7101 1.0983  0.130
H -2.5628 -0.3761 2.2363  0.125
O 0.9943 1.4009 0.1071  -0.116
C 1.3734 2.6462 -0.4317  -0.070
H 0.4416 3.1875 -0.5912  0.097
H 1.8924 2.5278 -1.3867  0.100
H 2.0057 3.2086 0.2618  0.098
H 3.6700 1.6671 -0.1465  0.118

The value obtained for the frontier orbital gap is 8.64 eV. As for the largest force on an atom: 1.27 eV/A. The energy above the lowest of the compared OMol25 structures with the same formula, charge and spin comes out at 62.8 kcal/mol. The SMILES is COc1cc(OC)c(C(=O)NCc2ccc3c(c2)OCO3)cc1OC. As for the spin multiplicity: 1. Its total energy is -32747.996 eV. Its HOMO energy is -7.94 eV.



Entry 3:
Below is a molecular structure, C18H20As2Br4MnN4O2, with properties calculated with the ωB97M-V functional and the def2-TZVPD basis.

Each line ends with the Löwdin spin population.
Cartesian coordinates (Å):
Mn -1.1040 0.7075 0.1605  1.015
Br -4.4265 -5.0568 1.8450  0.000
C -3.4219 -3.4631 1.9406  0.001
C -2.8894 -3.0357 3.1485  0.000
Br -3.1550 -4.0434 4.7223  0.000
C -2.1475 -1.8482 3.1986  0.001
Br -1.3715 -1.2528 4.8195  0.000
C -1.9404 -1.0757 2.0657  -0.001
O -1.2450 0.0524 2.0237  0.017
C -2.4807 -1.5264 0.8230  0.001
O -2.2443 -0.7845 -0.2447  0.002
C -3.2082 -2.7082 0.7834  0.001
Br -3.8686 -3.2360 -0.9026  0.000
C -1.1079 2.5247 -3.3414  -0.001
As -0.9510 0.8969 -2.2753  -0.018
C -2.0861 -0.3210 -3.2712  -0.004
C 0.8174 0.2781 -2.8493  -0.003
C 1.1795 0.2512 -4.1943  0.000
C 2.4230 -0.2203 -4.5809  0.000
C 3.3203 -0.6774 -3.6234  -0.001
C 2.9687 -0.6520 -2.2844  -0.002
C 1.7208 -0.1741 -1.8926  -0.010
As 1.1754 -0.0921 -0.0280  -0.008
C 1.3768 -1.9323 0.5628  0.007
C 2.7131 0.7586 0.8136  -0.004
H -1.1100 2.3078 -4.4089  0.000
H -0.2749 3.1849 -3.1055  0.000
H -2.0381 3.0258 -3.0775  0.000
H -1.7557 -0.3790 -4.3079  -0.001
H -3.1137 0.0365 -3.2258  0.000
H -2.0462 -1.2960 -2.7921  0.000
H 0.4864 0.5994 -4.9516  0.000
H 2.6935 -0.2344 -5.6288  0.000
H 4.2907 -1.0521 -3.9221  0.000
H 3.6745 -1.0121 -1.5438  0.000
H 2.4183 -2.2470 0.5030  0.001
H 0.7615 -2.5684 -0.0717  0.000
H 1.0206 -2.0123 1.5894  0.000
H 3.6401 0.2942 0.4797  -0.001
H 2.6260 0.6485 1.8945  0.000
H 2.7210 1.8185 0.5655  0.000
N 0.2163 1.5386 3.8078  -0.001
C 0.8184 2.7012 3.6041  -0.002
N 1.6574 3.1891 4.5467  -0.001
N 0.6966 3.4343 2.5040  -0.003
C -0.1627 3.0055 1.6280  -0.002
N -0.9251 2.6361 0.8341  0.015
H 0.3733 1.0291 4.6602  0.000
H -0.3564 1.0463 3.1050  0.000
H 1.6743 2.7996 5.4713  0.000
H 1.9670 4.1366 4.4236  0.000

The value obtained for the frontier orbital gap (alpha / beta) is 7.21 / 7.35 eV. As for the largest force on an atom: 0.38 eV/A. The energy above the lowest of the compared OMol25 structures with the same formula, charge and spin comes out at 5.8 kcal/mol. As for the spin multiplicity: 2. Its total energy is -462213.829 eV. Its expectation value of S² is 1.019. Its HOMO energy (alpha / beta) is -7.09 / -7.23 eV.



Entry 4:
Below is a molecular structure, C18H20AuF6N3P, with properties calculated with the ωB97M-V functional and the def2-TZVPD basis.

Each line ends with the Löwdin spin population.
Cartesian coordinates (Å):
Au 1.1931 -0.7366 0.0535  0.067
N -1.0579 0.4936 0.5652  0.013
C -1.3964 0.1170 1.8647  0.002
C -0.9202 0.8433 2.9558  0.003
C -1.1782 0.4106 4.2446  0.000
C -1.9115 -0.7464 4.4737  0.000
C -2.3926 -1.4649 3.3897  0.000
C -2.1365 -1.0440 2.0958  0.000
H -0.7661 1.4584 0.4429  0.000
H -1.7351 0.2647 -0.1493  0.000
H -0.3545 1.7504 2.7819  0.001
H -0.8117 0.9913 5.0812  0.000
H -2.1151 -1.0753 5.4828  0.000
H -2.9786 -2.3602 3.5524  0.000
H -2.5261 -1.6020 1.2515  0.000
C 2.2690 -0.1609 1.5121  0.486
C 3.2154 0.5187 2.2771  0.051
C 3.1506 0.4907 3.6862  0.121
C 4.0680 1.2047 4.4272  -0.012
C 5.0609 1.9303 3.7788  0.144
C 5.1448 1.9648 2.3912  -0.012
C 4.2217 1.2751 1.6359  0.121
H 2.3678 -0.0876 4.1588  0.005
H 4.0184 1.1995 5.5074  -0.004
H 5.7817 2.4851 4.3657  0.009
H 5.9216 2.5420 1.9096  -0.004
H 4.2411 1.3024 0.5555  0.004
C -2.1753 -4.6550 -1.4626  0.000
C -1.2573 -3.5342 -1.8018  0.002
C -0.8508 -3.0161 -3.0096  0.000
C 0.0254 -1.9583 -2.7153  0.002
N 0.1485 -1.8403 -1.3955  0.000
N -0.6391 -2.8127 -0.8545  0.000
C 0.7467 -1.0812 -3.6720  0.000
H -2.5960 -5.0749 -2.3726  0.000
H -2.9973 -4.3130 -0.8335  0.000
H -1.6463 -5.4475 -0.9327  0.000
H -1.1421 -3.3421 -3.9911  0.000
H -0.6996 -2.9021 0.1458  0.000
H 0.7940 -1.5693 -4.6439  0.000
H 1.7549 -0.8743 -3.3201  0.000
H 0.2429 -0.1227 -3.7775  0.000
F 0.7053 1.2455 -1.8704  0.001
P -0.0065 2.7150 -2.0663  0.000
F 0.0774 2.9255 -0.4370  0.000
F -0.0912 2.4392 -3.6532  0.000
F -0.7262 4.1338 -2.2227  0.000
F 1.4436 3.3836 -2.2233  0.000
F -1.4543 1.9874 -1.8639  0.000

The value obtained for the frontier orbital gap (alpha / beta) is 5.75 / 6.50 eV. As for the largest force on an atom: 1.66 eV/A. The energy above the lowest of the compared OMol25 structures with the same formula, charge and spin comes out at 16.7 kcal/mol. As for the spin multiplicity: 2. Its total energy is -52749.952 eV. Its expectation value of S² is 0.791. Its HOMO energy (alpha / beta) is -7.94 / -8.29 eV.



Entry 5:
Below is 2 unconnected molecules or ions with the total composition C18H20BCl2F7O6PSi, with properties calculated with the ωB97M-V functional and the def2-TZVPD basis.

Each line ends with the Löwdin charge.
Cartesian coordinates (Å):
C 2.6448 -2.9078 0.6800  -0.183
Si 2.1475 -1.3591 -0.2873  0.589
C 3.5801 -0.1793 -0.3157  -0.168
C 1.7755 -1.9513 -2.0343  -0.158
C 0.6205 -0.4588 0.4851  -0.074
C 0.3002 -0.5319 1.8619  -0.195
C 1.1950 -1.2610 2.8453  -0.154
C 1.1798 -0.6945 4.2405  -0.794
O 0.9149 -1.2674 5.2369  0.075
Cl 1.7014 1.0130 4.3022  0.671
C -0.8508 0.0670 2.3714  0.005
C -1.7391 0.7942 1.5851  -0.129
C -2.9791 1.3512 2.2408  -0.140
C -4.1131 0.3202 2.2314  -0.150
C -5.4073 0.8579 2.8399  -0.190
F -5.8767 -0.0076 3.8366  -0.074
C -1.4221 0.9179 0.2282  -0.021
C -0.2617 0.3088 -0.2913  -0.067
C -0.0168 0.5551 -1.7477  -0.373
O 1.0608 0.7996 -2.2088  0.128
C -1.2506 0.5737 -2.6077  -0.498
Cl -1.1202 -0.0138 -4.2016  0.799
C -2.3574 1.1364 -2.1153  -0.212
O -3.4713 1.3720 -2.8336  0.193
B -4.7025 1.3978 -2.1884  -0.796
O -5.5944 2.4047 -2.4835  0.193
O -5.0440 0.3927 -1.3261  0.211
C -2.3133 1.6554 -0.7154  -0.238
O -2.9957 2.6128 -0.4180  0.137
H 3.3893 -2.6659 1.4435  0.031
H 3.1390 -3.5705 -0.0331  0.032
H 1.8281 -3.4506 1.1575  0.025
H 4.4849 -0.7318 -0.5770  0.035
H 3.4109 0.5337 -1.1221  0.032
H 3.7545 0.3324 0.6337  0.038
H 0.7135 -2.0016 -2.2830  0.025
H 2.1832 -2.9612 -2.1367  0.033
H 2.3084 -1.3218 -2.7482  0.035
H 2.2354 -1.1889 2.5211  0.099
H 0.9325 -2.3174 2.9207  0.130
H -1.0913 -0.0266 3.4274  0.124
H -2.7303 1.5492 3.2888  0.125
H -3.2844 2.2944 1.7961  0.108
H -4.2925 -0.0645 1.2244  0.105
H -3.8193 -0.5430 2.8357  0.122
H -5.2507 1.8314 3.3120  0.117
H -6.2085 0.9367 2.1017  0.110
H -5.1440 3.2546 -2.4189  0.115
H -5.7199 0.7196 -0.7230  0.112
F 6.1797 0.6656 -1.8143  -0.218
P 6.2241 0.2191 -3.4095  0.366
F 6.9762 -1.1410 -2.8336  -0.222
F 5.5143 0.2043 -4.8987  -0.212
F 7.6445 0.3062 -4.2507  -0.216
F 6.1841 1.8638 -3.5804  -0.215
F 4.8341 -0.6239 -3.0438  -0.225

The value obtained for the frontier orbital gap is 8.39 eV. As for the net charge: -1. As for the largest force on an atom: 0.89 eV/A. As for the spin multiplicity: 1. Its total energy is -93197.191 eV. Its HOMO energy is -7.75 eV.